Record 1
A structure of composition C36H48N5O2P2Zr. Source: the Open Molecules 2025 dataset; level of theory: wB97M-V/def2-TZVPD.

Atoms and positions in Å:
P  0.89932  1.01608  1.53862
H  1.54350  -4.71839  -2.92481
N  -1.55124  -3.08136  -0.53729
C  0.96223  0.46087  3.25846
H  -4.78362  -0.78428  -4.15425
H  1.91443  5.62517  2.93335
H  -4.83414  0.82401  -3.36663
C  -0.66529  -3.22126  1.71269
H  -0.54568  3.92225  0.12922
C  -4.55990  -0.21775  -3.25630
H  2.46325  -2.65863  -3.98249
C  -3.43441  2.50561  -1.31753
H  -5.09775  3.61723  -2.07813
H  1.68313  4.86199  -3.38734
P  -1.25812  1.15664  -0.24754
C  2.28820  -2.43277  -2.92893
H  1.28783  2.58809  -4.26502
C  0.91098  2.86624  -3.28931
H  -3.42046  0.84062  1.65491
H  -1.73601  -5.15822  -0.24543
C  0.17893  1.95057  -2.54049
C  2.31976  -0.08644  5.17782
C  -1.35314  -4.48949  -1.01709
C  -4.72893  2.99897  -1.27046
H  -2.36717  -2.03087  1.10083
H  0.73539  5.52694  -1.20212
H  1.95930  -0.33464  -3.30804
C  2.21698  0.35569  3.87097
O  -3.09515  -0.22595  -3.10956
C  -5.07538  1.93934  0.86631
O  -1.26130  -1.08779  -2.40673
C  2.54035  -0.97393  -2.64129
C  1.73257  -2.46292  1.63542
C  -0.07244  -0.33155  5.29013
N  0.29349  -2.14467  1.32227
H  -5.71047  1.72635  1.71511
H  2.26496  -3.24115  -0.31584
C  1.80888  2.56290  1.48729
H  0.10412  -5.94384  -1.50832
C  3.08818  -1.23467  -0.22733
H  -1.16296  0.20699  3.52347
H  3.59602  -0.73280  -2.78026
H  2.10670  0.33623  -1.13424
Zr  -0.06406  -1.34575  -0.85702
H  -2.66673  -3.77316  1.14731
C  3.53265  3.92535  0.48907
H  -0.21520  -4.18686  1.48028
H  -0.96393  -0.58087  5.84999
H  1.25506  -0.76528  6.91355
H  0.29809  -2.32511  -3.27403
H  -1.10562  2.24216  1.80081
C  -2.61303  -1.14411  -2.36935
C  2.66380  -2.54738  0.43133
C  2.83946  2.72518  0.56612
C  0.60946  -4.23457  -2.64048
C  -0.33554  2.30900  -1.29666
H  1.74225  -3.41962  2.15827
N  -0.75385  1.40305  1.34306
H  -0.85039  -3.19331  2.78749
H  4.33819  4.04468  -0.22240
H  3.11520  0.65641  3.34030
H  0.74758  -4.66359  -0.52524
H  3.23421  -0.46870  0.53443
H  -1.99294  -4.62006  -1.89200
C  2.16482  4.81204  2.26554
H  0.05361  -1.35432  1.92922
C  0.58868  4.52116  -1.57197
H  3.72631  5.90555  1.28221
C  -0.18303  0.11450  3.97603
H  0.71288  3.49127  3.10612
N  2.11992  -0.68001  -1.24034
H  3.28961  -0.14892  5.65253
C  1.48251  3.61155  2.35084
H  3.11788  1.91744  -0.10395
H  -5.00046  -0.66342  -2.36994
C  1.17305  -0.43168  5.88797
C  -3.78154  1.44324  0.82941
C  1.12175  4.14656  -2.80187
H  -0.04945  0.98429  -2.97576
C  0.07543  -4.86126  -1.36636
C  3.18829  4.96889  1.33477
N  0.88363  -2.75202  -2.55616
H  -2.80002  2.74570  -2.16148
H  4.04234  -1.37310  -0.73739
H  2.95071  -3.07551  -2.34867
H  -2.34248  -2.67651  -1.07383
H  3.57665  -3.03035  0.78783
C  -0.13687  3.61098  -0.82526
H  -0.09191  -4.39974  -3.45977
C  -5.54602  2.71885  -0.18226
C  -2.95642  1.73166  -0.26058
H  -6.55114  3.11699  -0.14683
H  2.09282  -1.71326  2.33893
C  -1.92117  -3.01346  0.90211

Calculated values
- net charge = +3
- strongest force on any atom (eV/A) = 0.5
- highest occupied orbital energy (eV) = -16.12
- gap between HOMO and LUMO (hartree) = 0.25738
- LUMO (eV) = -9.1
- energy relative to the best compared isomer or geometry (same formula, charge and spin) (kcal/mol) = 5.5

Record 2
A structure of composition C36H48N7O2SSc. Source: the Open Molecules 2025 dataset; level of theory: wB97M-V/def2-TZVPD.

Atoms and positions in Å:
C  -1.95849  -1.57919  2.29237
C  4.00417  3.07354  0.43065
H  -0.70176  -3.29982  -0.18192
C  -0.32195  -1.30048  -3.36243
H  -1.35013  5.02796  0.83653
H  3.49414  1.74414  -1.83264
H  -3.40537  3.21603  2.21007
H  0.41573  -3.98613  3.94448
C  -5.19204  4.06421  -1.21909
H  1.09313  3.66491  -1.33232
O  -4.16507  -0.35271  -1.68770
H  -2.91882  4.83650  2.73325
C  2.61732  2.69951  -0.10874
N  0.78188  1.37749  1.05092
C  -2.53441  -3.86437  2.75478
C  -0.24368  -3.98834  0.53236
H  2.39455  3.79599  2.61288
H  -0.83983  -4.90521  0.52374
C  3.53762  -2.37088  0.67973
H  -4.63284  0.27746  4.52900
H  4.42025  2.26423  1.03302
H  2.74349  4.16561  -1.70460
C  2.78656  1.49595  -1.03787
H  -4.16033  2.89995  0.29602
C  -0.62848  0.29088  2.70078
C  -1.58920  -2.93265  2.34895
H  -5.86173  -0.09721  2.29543
H  3.86308  -3.27046  -3.05105
H  -0.60566  2.86600  0.39001
C  1.51351  -2.04746  -2.46146
H  -1.23684  -0.73912  -3.41904
C  0.26779  1.32725  2.33416
H  5.43438  -3.31609  0.90898
C  -4.40502  2.84756  -0.76064
H  -2.96190  0.82857  4.53147
C  0.24293  -2.11880  -4.27940
H  -5.44023  3.98082  -2.27775
C  -3.89427  0.85165  3.96551
C  -5.04268  0.41154  1.78497
C  1.74640  2.98632  2.31945
H  -5.17636  -1.85071  3.30083
H  -2.94047  4.66560  0.21124
N  -1.55368  3.10814  0.11767
H  0.76426  -4.23096  0.18792
C  0.83492  2.31453  3.13275
H  -2.26091  -4.91094  2.80346
H  3.17083  0.63146  -0.49459
C  1.70998  2.36709  1.05928
C  2.06257  3.89856  -0.89217
H  -3.27840  2.15524  -2.38588
C  -4.16950  -2.14630  3.03357
H  -1.00470  0.27950  3.72467
H  -4.54278  -4.21837  3.42051
H  -4.99300  1.93921  -0.89774
H  -0.13662  -5.33512  2.94759
H  -2.97292  0.85324  2.02598
N  -3.16732  2.65210  -1.51442
H  5.64341  -3.89128  -1.49814
C  -0.20381  -3.39304  1.94314
H  -6.12535  4.13977  -0.66029
N  1.40287  -2.58306  -3.69900
C  4.76538  -3.37712  -1.13252
C  0.40669  -4.38824  2.92999
S  -0.76301  1.73520  -2.01189
C  2.50065  -2.00093  -0.19388
H  1.43586  -4.61015  2.64009
H  -4.63049  4.98893  -1.08004
H  -1.76235  3.49622  2.78954
C  -2.58401  3.93401  2.22114
C  -3.11488  -0.63816  -1.19815
H  2.03420  -3.25481  -4.09556
N  -0.98927  -0.61784  1.86074
H  -4.23993  1.88678  3.92169
N  -2.06215  -0.91280  -0.72286
H  1.84973  1.22415  -1.52610
H  -4.96434  0.00239  0.77731
H  -0.06622  -2.41451  -5.26518
C  2.60967  -2.35652  -1.55333
H  -5.32102  1.46607  1.71327
H  3.43589  -2.09545  1.72177
C  -3.72882  0.26912  2.55766
C  -3.81809  -3.47992  3.10192
C  3.75114  -3.02973  -1.99956
O  1.46776  -1.33970  0.26199
C  4.64577  -3.04697  0.21740
H  0.62404  2.49004  4.17709
H  3.96852  3.97409  1.04468
C  -2.12797  4.26126  0.80906
H  0.44691  -2.52169  1.91829
C  -1.91931  2.56644  -1.04527
C  -3.26027  -1.17472  2.62132
Sc  -0.09490  -0.27699  -0.24259
H  1.95625  4.76658  -0.23725
N  0.47085  -1.25650  -2.23190
H  4.68248  3.26746  -0.40301

Calculated values
- strongest force on any atom (eV/A) = 0.2
- highest occupied orbital energy (eV) = -7.54
- gap between HOMO and LUMO (hartree) = 0.29640
- LUMO (eV) = 0.5
- energy relative to the best compared isomer or geometry (same formula, charge and spin) (kcal/mol) = 0.2

LUMO of number 2 (C36H48N7O2SSc)? 0.5 eV

Which of these has the highest highest occupied orbital energy? C36H48N7O2SSc

strongest force on any atom of number 2 (C36H48N7O2SSc)? 0.2 eV/A